Entry 1:
Density functional theory data (ωB97M-V with the def2-TZVPD basis set) for C15H26BrIIrN5O3 as an isolated structure at a distorted geometry.

XYZ file:
```
52
Properties=species:S:1:pos:R:3:forces:R:3:lowdin_charge:R:1
N -0.419 -0.805 -2.860 -0.58 1.52 0.33 -0.057
H -0.231 4.010 -1.567 0.02 -0.03 0.02 0.143
C -1.964 2.977 -4.233 -0.02 -0.23 0.03 -0.505
H -2.216 -1.708 -2.345 0.01 0.06 -0.03 0.117
H -2.975 2.587 -4.173 -0.04 0.03 0.04 0.070
O -0.995 1.701 2.035 0.25 -0.24 -0.54 0.036
H -1.801 0.799 0.885 -0.21 -0.01 -0.10 0.059
H 0.494 -1.059 -3.225 0.03 0.16 -0.02 0.104
C 0.947 1.036 3.207 0.21 -0.18 -0.39 -0.158
Br 3.492 1.011 1.763 0.23 0.01 0.12 0.874
H -3.052 -1.209 1.276 -0.09 0.16 -0.03 0.148
H -0.630 4.847 -3.020 -0.03 -0.02 -0.07 0.142
H 2.642 -0.081 6.499 -0.02 -0.02 -0.03 0.122
C 2.210 -1.557 -0.977 -0.07 -0.26 0.00 -0.195
H 2.101 -2.109 -1.912 -0.01 0.00 0.01 0.115
H -2.845 0.666 -0.399 -0.04 -0.02 0.01 0.120
O -1.374 1.871 -2.200 0.51 0.08 -0.08 -0.189
H -1.301 -2.889 1.108 0.16 -0.09 -0.09 0.151
N -2.056 0.212 0.052 0.55 1.32 -1.04 -0.034
H 2.493 0.193 -2.046 0.12 -0.06 0.04 0.117
H 1.417 -1.390 0.971 -0.06 -0.07 0.05 0.111
N -0.662 3.997 -2.480 0.11 -0.05 0.17 0.242
H -0.879 -0.233 -3.573 0.11 -0.11 -0.12 -0.010
C 1.246 -2.007 0.090 0.26 -0.45 0.34 -0.163
C 2.925 0.366 4.429 0.08 0.11 -0.06 -0.115
H 0.343 -3.250 -1.771 0.01 -0.03 0.03 0.130
Ir -0.187 0.436 -1.045 0.01 -5.42 1.74 1.426
C 2.163 0.239 5.583 0.09 0.04 0.06 -0.043
H 3.222 -1.743 -0.615 0.07 0.11 -0.07 0.141
C -1.301 2.920 -2.891 0.27 0.19 0.18 -0.607
H 0.220 0.449 6.469 0.05 0.04 0.00 0.119
C -0.547 -2.732 -1.418 -0.14 -0.08 -0.20 -0.133
H 3.985 0.152 4.445 0.00 0.04 0.03 0.106
H 2.356 0.401 -0.424 -0.01 0.03 -0.03 -0.005
C -1.196 -2.008 -2.571 -0.22 -0.36 -0.01 -0.188
O 0.717 0.822 0.858 -1.26 0.53 -0.92 -0.268
N 1.988 -0.125 -1.224 -0.49 1.49 -0.60 -0.066
C -2.366 -1.166 0.429 -0.10 -0.39 0.03 -0.174
C 0.813 0.542 5.569 -0.13 -0.03 0.05 -0.044
C 0.148 1.247 1.951 0.02 0.32 0.69 -0.557
C 2.327 0.781 3.252 -0.39 -0.15 0.07 -0.567
C 0.209 0.935 4.387 0.15 -0.02 -0.07 -0.005
I -0.913 1.683 -5.578 -0.04 0.14 0.01 0.961
H -0.622 -1.363 1.655 0.02 0.04 -0.03 0.131
H -1.235 -3.493 -1.048 0.09 -0.04 0.15 0.147
H -1.961 3.970 -4.668 -0.01 0.01 0.00 0.063
C -1.086 -1.862 0.803 -0.28 0.06 0.47 -0.149
H -1.232 -2.693 -3.420 -0.04 0.12 -0.15 0.143
H -0.848 1.156 4.346 0.00 -0.01 0.01 0.125
H 1.437 -3.050 0.358 -0.08 -0.04 -0.03 0.155
N -0.155 -1.812 -0.328 0.96 1.85 -0.09 -0.196
H -2.848 -1.665 -0.411 -0.07 -0.03 0.10 0.113
```
Positions in Å, forces in eV/Å.

Its total charge is +2. The calculation puts the orbital gap at 6.85 eV. The energy relative to the best compared isomer or geometry (same formula, charge and spin) comes out at 258.9 kJ/mol. As for the spin multiplicity: 1. As for the maximum force: 5.7 eV Å⁻¹.

Entry 2:
Density functional theory data (ωB97M-V with the def2-TZVPD basis set) for C15H26BrO6PdSSi2Te as an isolated structure.

XYZ file:
```
53
Properties=species:S:1:pos:R:3:forces:R:3:mulliken_spin:R:1
H -3.544 -0.026 -2.137 -0.01 0.01 0.00 0.001
H -6.028 0.235 -2.222 0.00 0.00 0.00 0.000
H 0.821 -7.353 3.028 -0.01 0.01 0.01 0.000
C -5.812 -2.622 -0.453 0.01 0.00 0.00 0.000
H -0.375 -3.370 1.850 0.00 -0.01 -0.01 0.000
O -0.560 1.616 1.106 0.06 -0.12 0.08 0.182
Te 1.253 -2.433 0.006 0.01 0.20 0.00 0.139
Si 0.998 -5.391 1.512 0.02 0.04 0.01 -0.004
H 3.053 -5.126 0.115 0.01 -0.01 -0.02 -0.001
H 1.745 1.106 1.386 -0.01 -0.01 -0.04 0.002
C -4.441 -2.774 -0.395 0.02 0.00 -0.03 -0.001
H 5.880 -1.287 2.362 -0.02 -0.01 0.00 0.000
H 5.820 -0.126 1.029 0.00 0.00 0.01 0.000
C 2.805 0.986 1.159 0.03 0.05 0.02 0.005
H -0.229 -5.331 -0.632 0.00 -0.03 -0.01 0.000
C 2.839 -0.987 3.564 -0.03 -0.01 0.03 -0.001
H 3.472 -5.506 1.796 0.00 0.03 -0.02 0.000
Br -6.927 -3.915 0.388 -0.02 -0.01 0.01 0.000
H 5.628 0.431 2.694 0.03 -0.02 -0.02 0.000
C -0.187 -6.020 0.214 -0.05 0.01 -0.03 0.002
H 1.751 -0.887 3.571 0.00 -0.02 0.02 -0.003
C -3.634 -1.829 -1.018 0.04 -0.14 -0.16 0.013
H 1.197 -3.099 2.591 0.05 0.00 -0.02 0.001
H 2.926 0.998 0.072 -0.02 0.02 -0.01 0.001
O -0.234 -0.005 2.815 -0.12 0.03 -0.15 0.145
Si 3.517 -0.577 1.876 0.09 -0.05 -0.10 0.005
C 2.770 -5.720 0.986 0.00 -0.06 0.03 0.004
O -1.661 -2.920 -0.267 0.00 0.08 0.20 0.056
H 3.120 -2.001 3.862 -0.01 0.01 0.02 0.000
H -0.305 -6.079 3.514 0.00 0.00 0.00 0.000
H 0.094 -7.010 -0.154 0.01 0.00 0.02 0.000
H 3.331 1.858 1.557 -0.02 0.00 0.01 0.000
O -1.418 -1.091 -1.518 -0.31 0.12 0.35 0.055
C 0.695 -3.555 1.739 -0.04 -0.03 -0.01 0.004
H -7.476 -1.449 -1.127 0.00 -0.01 0.00 0.000
O -1.496 2.059 3.362 0.05 -0.04 -0.05 0.023
S -1.204 1.067 2.370 -0.06 -0.02 0.02 -0.022
C 3.248 -2.028 0.702 -0.03 -0.03 0.04 0.002
C -6.400 -1.551 -1.106 0.03 0.02 -0.01 0.000
C 5.388 -0.380 2.001 0.00 0.05 0.03 0.000
H -3.977 -3.600 0.125 -0.01 0.00 0.00 0.000
C 0.703 -6.272 3.140 0.01 -0.02 0.03 0.001
C -2.130 -1.973 -0.947 0.16 0.02 -0.06 -0.044
C -5.581 -0.612 -1.719 -0.02 -0.01 0.01 0.000
Pd -0.684 -0.573 0.624 0.14 -0.29 -0.07 1.288
H 1.413 -5.932 3.897 -0.02 -0.01 0.01 0.000
H 2.882 -6.775 0.722 0.02 0.02 0.00 0.000
H -1.197 -6.082 0.624 0.00 0.02 -0.02 0.000
H 3.239 -0.298 4.312 -0.02 0.01 -0.01 0.000
H 3.603 -2.954 1.163 -0.05 -0.03 0.00 0.002
C -4.202 -0.751 -1.679 0.00 0.05 0.00 0.004
H 3.850 -1.894 -0.202 -0.05 0.06 -0.02 0.000
O -2.396 0.304 1.859 0.12 0.12 -0.09 0.144
```
Positions in Å, forces in eV/Å.

Its total charge is -1. The calculation puts the orbital gap (alpha / beta) at 7.62 / 7.40 eV. As for the expectation value of S²: 2.008. The energy relative to the best compared isomer or geometry (same formula, charge and spin) comes out at 54.3 kJ/mol. As for the spin multiplicity: 3. As for the maximum force: 0.5 eV Å⁻¹.

Entry 3:
Density functional theory data (ωB97M-V with the def2-TZVPD basis set) for C15H26I2N2O4S as an isolated structure at a distorted geometry.

XYZ file:
```
50
Properties=species:S:1:pos:R:3:forces:R:3:lowdin_charge:R:1
H 0.006 -2.569 1.815 0.06 -0.32 -0.35 0.071
C -1.921 -0.909 -1.689 -0.17 0.39 -0.90 -0.203
C -4.054 1.175 -1.519 0.02 0.05 0.01 -0.106
H -1.300 -0.461 1.361 -0.01 0.11 -0.39 0.073
H 2.598 0.770 -3.402 0.00 -0.02 0.00 0.068
H 3.231 0.170 4.434 -0.01 0.08 0.38 0.063
H 4.094 1.076 3.197 0.17 0.12 -0.18 0.077
O 0.806 -3.132 3.960 0.21 0.66 0.79 -0.401
C -0.828 -0.696 2.304 -0.84 -0.04 -0.07 -0.194
H -3.038 -0.611 -3.433 0.01 -0.05 0.00 0.126
I 2.971 -3.572 1.612 0.19 0.15 0.54 0.889
H 2.608 3.087 -4.380 -0.09 0.06 -0.01 0.109
S 1.601 -2.271 5.074 0.83 -0.57 0.25 0.985
H -2.025 1.800 -1.830 0.05 -0.03 -0.05 0.108
H 3.769 0.933 -4.713 0.00 0.00 0.03 0.075
C 2.082 2.273 -4.882 0.22 -0.15 0.05 -0.257
H 2.215 2.420 -5.955 -0.07 0.06 0.00 0.113
C -2.281 -0.088 -2.848 -0.08 0.22 0.28 -0.183
H -3.855 0.630 -0.596 0.01 -0.04 -0.03 0.069
C -2.805 1.277 -2.388 -0.21 0.12 0.09 -0.263
O -1.528 1.448 3.139 -0.48 0.21 -0.21 -0.069
H -1.192 -0.130 4.351 -0.07 -0.26 0.20 0.090
O 1.107 -0.926 5.060 -0.58 0.51 -0.03 -0.368
H 0.190 3.333 -4.827 -0.08 -0.01 0.03 0.120
N -1.642 -1.525 -0.770 0.20 -0.55 0.69 0.183
H -4.409 2.167 -1.242 -0.02 -0.01 -0.01 0.073
H -0.979 -2.171 4.608 0.27 0.27 0.21 0.098
C -1.621 0.044 3.366 1.14 0.26 0.25 -0.261
H -1.723 -2.634 1.968 -0.28 -0.02 0.04 0.110
C 0.592 2.363 -4.533 0.17 -0.06 -0.16 -0.179
C 3.198 0.504 3.412 0.02 -0.03 0.02 -0.153
H -2.662 -0.252 3.387 -0.32 0.10 -0.16 0.125
C -0.168 1.318 -5.224 0.95 1.58 0.91 -0.251
O 3.099 -2.184 4.286 -0.65 -0.86 -0.13 -0.342
H -1.133 -3.729 3.870 0.09 -0.37 0.15 0.120
C 3.081 -0.680 2.524 0.14 1.38 -1.22 -0.797
H -0.647 1.629 2.797 -0.05 -0.02 0.07 0.072
N -0.747 0.511 -5.770 -0.97 -1.40 -0.96 0.169
C 2.706 0.943 -4.475 0.01 0.02 -0.03 -0.102
H -3.029 1.879 -3.270 0.08 -0.06 -0.06 0.107
H 2.336 1.140 3.271 -0.19 0.29 0.08 0.070
C 3.040 -1.915 2.945 0.04 -1.38 -0.49 -0.888
H -1.410 0.040 -3.484 0.03 -0.19 0.01 0.064
H -4.860 0.665 -2.051 0.00 -0.01 0.01 0.078
C -0.826 -2.219 2.411 0.55 0.56 0.49 -0.163
H 0.170 -0.272 2.238 0.36 -0.11 0.28 0.082
I 3.018 -0.175 0.459 0.02 -0.07 0.56 0.809
C -0.599 -2.789 3.807 -0.56 -0.59 -1.01 -0.205
H 2.245 0.107 -5.003 -0.04 0.01 0.03 0.073
H 0.445 2.248 -3.457 -0.04 -0.01 0.01 0.116
```
Positions in Å, forces in eV/Å.

Its total charge is 0. The calculation puts the orbital gap at 8.98 eV. As for the spin multiplicity: 1. As for the maximum force: 2.1 eV Å⁻¹.

Entry 4:
Density functional theory data (ωB97M-V with the def2-TZVPD basis set) for the molecule C15H26N2O2S at a distorted geometry.

XYZ file:
```
46
Properties=species:S:1:pos:R:3:forces:R:3:lowdin_charge:R:1
H -3.928 -0.239 -0.246 -9.65 2.97 4.33 -0.012
H -1.061 -0.334 -2.190 1.07 0.39 1.66 0.157
H 0.447 1.913 0.538 -4.86 1.11 4.28 0.049
C 0.191 1.380 -1.738 -0.94 -5.13 12.25 0.082
H 3.487 2.891 0.619 -1.00 -0.53 1.80 0.121
C 3.082 2.353 1.575 8.79 -6.18 -6.40 -0.160
N 1.800 0.623 0.073 10.10 -9.93 4.79 -0.090
C -2.209 0.687 -0.865 6.23 -8.35 9.92 -0.126
C 1.055 1.592 -0.138 -2.67 9.88 -9.11 -0.224
O 3.622 -0.255 1.320 -0.63 0.94 -0.78 0.051
C -0.059 -0.783 -0.301 -1.70 -3.44 5.85 -0.166
C -3.486 -1.401 -1.936 5.92 13.75 3.63 -0.629
C -0.762 0.215 -1.185 -0.61 -0.61 -5.85 -0.298
O -3.262 -0.724 -2.887 0.61 1.15 -4.57 0.055
H 5.172 4.249 0.875 1.65 0.69 1.32 0.092
H -5.218 -5.283 -0.153 -3.04 -1.41 2.51 0.041
H -2.441 -4.269 -0.407 -1.40 0.67 0.85 0.156
H 1.571 2.699 -0.268 -0.28 -2.77 -0.20 0.168
H 1.668 -0.800 -1.138 1.80 -1.06 -4.97 0.077
C 1.438 -0.872 -0.182 -5.15 8.82 -2.86 -0.059
H 2.268 2.690 1.914 -6.34 2.58 2.53 0.005
H -0.325 -1.902 -0.440 -0.42 1.85 -0.12 0.133
H 6.569 3.492 1.777 -0.85 0.91 0.24 0.096
H 6.121 5.049 2.154 3.80 8.36 1.90 -0.060
H 5.224 1.576 2.298 -3.19 1.58 0.39 0.160
C 2.947 0.678 0.934 -2.35 3.17 0.61 -0.276
H -4.437 -2.820 -2.687 -0.46 -0.68 -0.76 0.149
C 5.718 4.253 1.931 1.86 -7.93 -11.22 -0.583
H 3.665 1.539 3.380 1.33 1.58 -0.14 0.116
H 0.870 1.003 -2.260 5.54 -2.60 -5.04 0.019
N -4.028 -2.437 -1.873 -6.59 -12.55 5.24 0.173
H 2.012 -1.519 0.223 3.11 -4.24 3.85 0.059
H -2.009 1.197 0.070 -0.85 0.70 0.50 0.123
H -4.511 -5.155 -1.655 0.10 2.56 2.95 0.190
C -4.422 -3.065 -0.415 0.59 -0.70 -4.79 -0.121
S 4.666 3.821 2.966 -6.02 -0.20 9.87 0.843
H -2.640 -1.460 0.099 -1.10 3.38 -1.01 0.161
H -5.113 -2.449 0.120 0.27 0.36 0.52 0.138
C -3.426 -4.084 0.128 1.46 -0.89 -15.78 -0.082
C -3.124 -0.501 -0.565 10.29 -7.91 -3.61 -0.022
H -0.335 -0.614 0.928 -0.06 -0.25 -3.08 0.182
H -2.563 1.208 -1.498 -4.38 6.95 -8.47 0.008
C -4.656 -4.537 -0.509 2.30 -1.31 -5.79 -0.129
C 4.176 2.218 2.610 1.17 -3.77 -1.05 -0.551
H -0.329 2.121 -1.966 -3.99 6.65 -2.37 0.020
H -3.425 -3.942 0.970 0.55 1.46 16.17 -0.036
```
Positions in Å, forces in eV/Å.

Its SMILES is CSCCC(=O)N1CCC(CCC(=O)NC2CC2)CC1. Its total charge is 0. The calculation puts the orbital gap at 8.26 eV. The energy relative to the best compared isomer or geometry (same formula, charge and spin) comes out at 1887.0 kJ/mol. As for the spin multiplicity: 1. As for the maximum force: 16.2 eV Å⁻¹.

Entry 5:
Density functional theory data (ωB97M-V with the def2-TZVPD basis set) for a 2-piece molecular cluster, C15H26N3O2 overall at a distorted geometry.

XYZ file:
```
46
Properties=species:S:1:pos:R:3:forces:R:3:mulliken_spin:R:1
H -1.293 -1.878 2.163 0.00 0.05 -0.07 0.000
H -2.049 0.949 3.614 0.00 0.06 -0.29 0.000
C 5.076 -0.686 -2.646 -2.35 -3.70 -1.18 0.000
H 3.536 1.566 -3.341 0.69 0.14 1.65 0.000
C -0.909 0.036 1.223 -0.07 -0.23 -0.37 0.039
C -4.247 -1.796 1.448 -0.02 -0.03 0.35 0.015
H -4.441 -2.643 -1.040 0.14 0.13 0.33 0.000
C -4.268 -1.563 -0.990 0.29 0.72 -0.26 -0.009
C -2.068 -1.911 0.140 0.32 0.27 -0.07 0.024
H -3.611 -2.213 2.231 -0.03 0.13 0.02 0.001
H -0.455 0.384 0.288 -0.19 0.08 0.03 -0.012
H -3.761 -1.296 -1.922 -0.06 0.19 0.21 0.001
H -1.647 -1.722 -0.856 -0.20 0.13 0.05 0.002
C -2.266 0.737 1.445 0.37 0.84 1.89 0.019
H 6.297 2.366 -1.173 0.27 -1.63 -0.79 0.000
H -2.774 -0.567 3.175 -0.07 0.01 -0.09 0.001
H 4.754 0.334 -0.648 0.44 0.14 -1.99 0.000
C -1.034 -1.483 1.174 -0.07 0.02 0.17 -0.018
H 6.724 1.652 -2.859 -0.78 -0.50 1.84 0.000
H -2.996 2.806 1.539 0.07 -0.12 -0.07 -0.001
H -5.246 -1.072 -0.977 0.14 0.00 0.04 -0.001
H 2.679 0.844 0.298 -0.78 0.45 -0.59 0.000
H -3.726 0.916 3.073 0.06 -0.03 -0.09 -0.007
H -1.604 2.609 0.458 -0.19 -0.18 0.03 0.000
H -0.206 0.313 2.017 -0.25 0.16 0.00 -0.001
C 7.439 0.353 -1.174 1.99 -2.47 1.04 0.000
C -3.434 -1.196 0.269 -1.25 -1.66 0.33 0.025
C 3.675 1.522 -2.202 -1.40 -1.39 -0.27 0.000
H -4.898 -2.613 1.124 0.23 0.10 -0.16 0.001
H -2.207 -2.996 0.206 -0.26 0.16 -0.04 0.000
H -1.370 2.595 2.193 -0.11 -0.33 0.01 0.000
H 1.477 0.788 -2.384 1.06 0.40 1.50 0.000
N 4.870 -1.742 -3.214 1.47 6.05 3.04 0.000
C 6.356 1.398 -1.789 0.99 -1.12 0.25 0.000
N -3.307 0.281 0.472 2.43 0.72 -3.68 0.303
H -0.063 -1.918 0.919 -0.07 -0.01 0.03 0.002
O 2.039 1.265 -0.318 0.41 -0.72 -0.64 0.000
H 2.580 -0.393 -1.499 -0.29 1.79 -0.58 0.000
C -2.736 0.485 2.898 -0.12 -0.31 0.10 0.016
H -4.910 -1.051 1.899 0.17 -0.01 -0.06 -0.011
O -3.018 0.846 -0.740 -1.06 -0.76 2.38 0.619
C 2.346 0.737 -1.640 1.26 -0.72 -0.01 0.000
H 3.626 2.566 -1.727 0.45 -1.59 -0.74 0.000
C -2.050 2.273 1.398 -0.21 -0.09 -0.71 -0.007
C 4.938 0.634 -1.755 0.68 -0.03 -0.32 0.000
N 8.183 -0.514 -0.767 -4.13 4.89 -2.21 0.000
```
Positions in Å, forces in eV/Å.

Its total charge is 0. The calculation puts the orbital gap (alpha / beta) at 9.12 / 9.49 eV. As for the expectation value of S²: 0.754. The energy relative to the best compared isomer or geometry (same formula, charge and spin) comes out at 255.2 kJ/mol. As for the spin multiplicity: 2. As for the maximum force: 6.9 eV Å⁻¹.